C18H24Cl2F2NO30S2Y as an isolated structure, computed with ωB97M-V/def2-TZVPD.

Values from the calculation:
DFT total energy: -4966.56524 a.u.
ΔE to the lowest compared entry with this formula, charge and spin: 63.6 kcal/mol
Frontier orbital gap: 0.2794 Ha

XYZ file:
```
80
Properties=species:S:1:pos:R:3:forces:R:3
Y -0.453 0.682 -0.770 3.16 -0.58 0.53
Cl 0.772 -1.228 -4.260 0.85 -3.14 0.36
Cl 1.126 4.310 -1.334 1.34 0.59 5.66
S -3.875 0.770 -1.601 -5.55 -2.72 7.42
S -2.716 1.742 -3.333 2.28 2.93 -6.27
F -1.227 2.055 -3.656 0.67 -0.10 0.61
F -3.695 0.285 -0.042 0.11 0.31 -0.04
O -0.095 -1.695 -5.311 0.14 0.10 0.60
O -4.732 1.936 -1.411 1.23 -1.68 -1.29
O 0.463 5.428 -0.744 -1.37 0.76 -1.43
O 1.287 -2.347 -3.441 -0.67 0.62 -0.81
O 0.220 3.148 -1.180 -0.23 -0.85 -1.16
O -1.063 -1.458 3.201 -0.62 -0.73 -0.61
O 2.820 0.527 2.514 -1.93 -0.58 -0.25
O -1.490 2.148 0.940 -2.06 1.96 -0.45
O -1.335 -0.626 1.101 0.18 -2.22 1.86
O 1.250 -3.439 0.541 -1.87 2.28 -0.24
O 1.873 -0.534 -4.796 1.26 0.99 -0.82
O 3.691 1.741 -2.620 -2.77 -1.99 1.09
O -4.399 -0.473 -2.091 0.63 1.47 -1.15
O -3.310 3.076 -3.437 0.65 -2.57 1.37
O 4.032 0.631 -0.697 -0.79 -0.47 -0.30
O 1.598 4.544 -2.643 -0.16 -0.65 -0.48
O -3.053 0.802 -4.414 0.06 1.07 3.45
O -2.192 -2.685 1.616 0.96 1.70 1.39
O -3.281 -3.306 -1.155 -3.17 1.56 1.41
O 0.065 -0.365 -3.377 -1.77 1.75 1.74
O 1.912 2.554 2.656 -1.12 -0.70 -0.89
O -3.663 2.983 1.098 2.39 -2.98 -0.07
O 2.950 -2.116 0.098 -0.87 0.87 -0.07
O 1.005 0.923 1.241 1.97 1.61 2.77
O -1.970 4.362 1.282 0.08 -0.13 -0.66
O 1.927 0.728 -1.520 2.99 0.70 -0.36
O -1.430 -4.188 -1.763 1.27 0.66 0.35
O 0.855 -1.338 -0.364 1.61 -2.71 2.12
O 2.210 4.104 -0.315 0.09 -1.16 -2.34
O -1.580 -1.889 -1.555 -1.02 -2.79 0.76
N -2.363 1.109 -1.713 -1.87 1.74 -5.07
C -4.267 4.209 1.342 -1.47 -0.97 -1.55
C 3.024 2.604 3.514 0.98 -0.04 1.14
C -3.164 5.141 1.494 0.40 1.26 1.51
C -2.052 -3.022 -1.447 2.20 2.06 -1.71
C 3.138 0.972 -1.612 -3.29 1.06 -0.97
C 2.349 -4.134 1.003 1.30 -1.39 0.02
C -2.496 -3.328 2.860 1.35 -0.33 1.06
C -3.599 -4.660 -1.287 -0.11 -0.86 0.70
C 3.583 1.208 3.448 2.30 0.40 0.17
C 1.804 1.320 2.107 -0.78 -0.54 -2.60
C 3.579 -3.265 0.681 -1.01 0.65 0.12
C 5.280 1.172 -1.054 0.36 2.12 -0.63
C 1.596 -2.194 0.123 -0.03 0.87 -2.53
C -2.306 3.079 1.040 -0.13 -0.10 0.93
C -1.677 -2.528 3.964 -1.02 -0.17 -0.60
C -2.266 -5.239 -1.351 1.67 -2.32 -1.99
C 4.866 2.282 -2.149 1.74 -1.01 0.78
C -1.472 -1.536 1.913 -1.03 1.45 -1.81
H 2.211 -4.354 2.061 0.18 -0.08 -0.03
H -4.921 4.121 2.210 -0.25 0.07 -0.40
H -3.448 5.941 0.809 1.66 0.33 -0.12
H -0.951 -3.047 4.589 0.34 -0.25 -0.76
H 4.231 -3.721 -0.065 0.07 0.15 0.23
H -2.393 -2.154 4.695 0.05 0.65 -0.24
H -1.912 -5.790 -0.479 0.21 0.67 0.44
H 4.092 -2.878 1.561 0.28 -0.45 -0.08
H 5.648 1.612 -0.127 0.52 -0.05 -0.31
H -4.182 -4.891 -2.178 -0.23 0.51 0.21
H 4.653 3.281 -1.769 0.31 -0.03 0.28
H 4.560 1.314 2.975 0.33 -0.43 0.38
H 5.931 0.412 -1.485 -0.02 0.01 0.16
H -2.325 -6.006 -2.124 0.68 -0.06 -0.25
H -4.705 4.443 0.372 -1.23 -0.08 0.49
H -3.929 -5.194 -0.396 -1.51 1.08 0.19
H 3.706 0.735 4.422 -0.41 -0.41 -0.22
H 5.541 2.282 -3.005 0.28 0.29 0.33
H 2.393 -5.042 0.401 0.03 -0.26 0.39
H -3.555 -3.306 3.117 0.03 0.13 -0.49
H 2.788 2.879 4.542 -0.68 0.11 -0.21
H 3.855 3.245 3.220 -0.78 0.66 -0.64
H -2.139 -4.357 2.795 -0.19 -0.01 -0.04
H -3.207 5.493 2.524 0.85 0.40 -0.10
```
Forces are in eV/Å.